ORCA calculation (ωB97M-V/def2-TZVPD) on a cluster of 2 separate species, C5H15NO in total.

Summary:
E_tot	-8965.106	eV
Kohn-Sham gap	9.25	eV
HOMO level	-8.42	eV
multiplicity	1
structure (SMILES)	CCN(C)CC.O
energy relative to the best compared isomer or geometry (same formula, charge and spin)	1.2525	eV
E_LUMO	0.8	eV

Element x y z (Å)
1 C 2.2498 0.6229 -1.1396
2 C 1.0457 -0.1930 -0.9669
3 N 0.3111 0.1550 0.2640
4 C -0.5557 1.3218 -0.0515
5 C -0.3233 -1.0375 0.8208
6 C 0.7080 -1.9829 1.3708
7 H 2.0639 1.6952 -0.9599
8 H 2.5751 0.4927 -2.1855
9 H 3.0642 0.2906 -0.4740
10 H 0.4261 -0.1093 -1.8804
11 H 1.4626 -1.2180 -0.9357
12 H 0.1587 2.0945 -0.3819
13 H -1.1448 1.7240 0.7898
14 H -1.2416 1.0971 -0.8856
15 H -1.0051 -0.7680 1.6502
16 H -0.9372 -1.4704 0.0077
17 H 0.1947 -2.8200 1.8733
18 H 1.3549 -1.4749 2.1057
19 H 1.3426 -2.3914 0.5664
20 O -3.7855 1.4202 0.5041
21 H -4.4987 1.8574 -0.0140
22 H -3.4657 0.6940 -0.0778

ORCA calculation (ωB97M-V/def2-TZVPD) on a cluster of 2 separate species, C5H15NO in total.

Summary:
E_tot	-8965.447	eV
Kohn-Sham gap	10.08	eV
HOMO level	-9.19	eV
multiplicity	1
structure (SMILES)	CC[C@@H](C)CN.O
energy relative to the best compared isomer or geometry (same formula, charge and spin)	0.9118	eV
E_LUMO	0.9	eV

Element x y z (Å)
1 C 0.6211 -2.4164 -0.9274
2 C 0.0830 -1.9797 0.4336
3 C 0.2658 -0.4254 0.7122
4 C 1.3292 -0.1735 1.7672
5 C 0.4729 0.4510 -0.5324
6 N 0.4335 1.8903 -0.2675
7 H 1.6344 -2.0559 -1.0696
8 H 0.4773 -3.4862 -1.0404
9 H 0.0044 -1.9875 -1.7240
10 H -0.9786 -2.1187 0.5770
11 H 0.6618 -2.4952 1.1901
12 H -0.7170 -0.1240 1.0971
13 H 2.2486 -0.7020 1.5144
14 H 1.4821 0.8971 1.9391
15 H 1.0383 -0.4599 2.7837
16 H 1.3790 0.2530 -1.1046
17 H -0.3146 0.2018 -1.2565
18 H 1.3539 2.2696 -0.2774
19 H -0.0371 2.0779 0.6117
20 O -4.1501 3.2987 -1.4064
21 H -4.0158 4.1721 -1.8049
22 H -3.2721 2.9129 -1.2150

ORCA calculation (ωB97M-V/def2-TZVPD) on a cluster of 2 separate species, C5H15NO in total.

Summary:
E_tot	-8964.695	eV
Kohn-Sham gap	9.54	eV
HOMO level	-8.73	eV
multiplicity	1
structure (SMILES)	CC(C)N(C)C.O
energy relative to the best compared isomer or geometry (same formula, charge and spin)	1.6631	eV
E_LUMO	0.8	eV

Element x y z (Å)
1 C -0.4645 1.1950 -1.1135
2 C -0.1677 -0.0823 -0.3047
3 C -0.7906 -1.3041 -0.8919
4 N -0.1717 0.0145 1.2007
5 C 0.9339 0.9051 1.5941
6 C -1.5062 0.3906 1.6408
7 H -0.7444 0.9864 -2.1540
8 H -1.4199 1.6774 -0.8929
9 H 0.3372 1.9351 -1.0847
10 H 0.9145 -0.2702 -0.4127
11 H -0.4010 -1.5351 -1.9041
12 H -1.8254 -1.2908 -1.2807
13 H -0.8074 -2.1908 -0.2634
14 H 1.8769 0.4762 1.2804
15 H 0.8499 0.9203 2.6775
16 H 0.8972 1.9429 1.1775
17 H -1.4623 0.5079 2.7450
18 H -1.7578 1.3571 1.1860
19 H -2.2149 -0.3947 1.3617
20 O 2.8447 -1.9631 -1.7465
21 H 3.1921 -1.4296 -1.0439
22 H 1.8877 -1.8480 -1.7708

ORCA calculation (ωB97M-V/def2-TZVPD) on a cluster of 2 separate species, C5H15NO in total.

Summary:
E_tot	-8964.910	eV
Kohn-Sham gap	10.74	eV
HOMO level	-9.71	eV
multiplicity	1
structure (SMILES)	CCC[C@@H](C)N.O
energy relative to the best compared isomer or geometry (same formula, charge and spin)	1.4483	eV
E_LUMO	1.0	eV

Element x y z (Å)
1 C -0.3065 -2.3098 -0.5721
2 C -1.4314 -1.2548 0.0116
3 C -1.1633 0.0723 -0.7663
4 C 0.2536 0.9693 -0.5077
5 C 0.3413 2.2412 -1.3540
6 N 0.1582 1.2078 0.9377
7 H 0.5076 -1.6964 -0.5397
8 H -0.4986 -2.6410 -1.5411
9 H -0.0968 -3.2446 0.0577
10 H -2.4109 -1.5555 0.0239
11 H -1.1820 -1.0649 1.0122
12 H -1.1246 -0.0730 -1.8322
13 H -2.0193 0.7112 -0.4991
14 H 1.1027 0.3254 -0.7447
15 H 0.5402 1.9276 -2.3491
16 H 1.2613 2.7878 -1.0964
17 H -0.4217 3.0094 -1.4003
18 H 0.9010 1.7878 1.3431
19 H -0.7186 1.5886 1.1823
20 O 1.8001 -0.8527 1.8782
21 H 1.3918 -1.5760 2.3203
22 H 1.0967 -0.2282 1.6052

ORCA calculation (ωB97M-V/def2-TZVPD) on a cluster of 2 separate species, C5H15NO in total.

Summary:
E_tot	-8965.008	eV
Kohn-Sham gap	8.97	eV
HOMO level	-8.07	eV
multiplicity	1
structure (SMILES)	CCN(C)CC.O
energy relative to the best compared isomer or geometry (same formula, charge and spin)	1.3510	eV
E_LUMO	0.9	eV

Element x y z (Å)
1 C -0.8390 1.3127 1.2414
2 C -0.4266 0.1185 0.4009
3 N 0.4232 0.5138 -0.7417
4 C 1.6134 1.2927 -0.4414
5 C 0.7536 -0.6212 -1.5826
6 C 0.8386 -0.2328 -3.0758
7 H -1.2365 0.8609 2.1580
8 H -0.0488 2.0116 1.5038
9 H -1.6205 1.9668 0.8576
10 H 0.1859 -0.6153 0.9533
11 H -1.2702 -0.4606 0.0260
12 H 1.9861 1.6233 -1.3996
13 H 2.4284 0.6549 -0.0207
14 H 1.4539 2.0347 0.3287
15 H 0.0379 -1.4400 -1.4892
16 H 1.7235 -1.0814 -1.3192
17 H -0.0924 0.2861 -3.3446
18 H 1.6054 0.5117 -3.2207
19 H 0.8921 -1.0339 -3.8106
20 O -2.5051 -2.4111 4.1563
21 H -2.7638 -3.3384 4.0946
22 H -3.1392 -1.9529 4.7253

ORCA calculation (ωB97M-V/def2-TZVPD) on a cluster of 2 separate species, C5H15NO in total.

Summary:
E_tot	-8964.391	eV
Kohn-Sham gap	9.64	eV
HOMO level	-9.09	eV
multiplicity	1
structure (SMILES)	CC(C)[C@H](C)N.O
energy relative to the best compared isomer or geometry (same formula, charge and spin)	1.9676	eV
E_LUMO	0.6	eV

Element x y z (Å)
1 C -1.4169 0.6726 1.6907
2 C -1.0004 0.2499 0.3191
3 C -1.8732 -0.8791 -0.2533
4 C 0.5707 -0.0960 0.0827
5 C 0.8162 -1.2715 -0.8889
6 N 1.2186 -0.3248 1.4141
7 H -2.0642 1.5121 1.8120
8 H -0.6175 1.0845 2.2508
9 H -1.8185 -0.2513 2.2665
10 H -1.2547 1.1862 -0.3545
11 H -1.6210 -0.9509 -1.3188
12 H -1.8143 -1.9109 0.1563
13 H -2.9120 -0.5737 -0.2691
14 H 0.8269 0.8936 -0.3178
15 H 0.5061 -0.9087 -1.8460
16 H 1.8336 -1.7175 -1.0601
17 H 0.1786 -2.1394 -0.8012
18 H 2.0817 -0.8140 1.1933
19 H 1.5315 0.6003 1.6648
20 O 1.9149 1.7196 -2.0660
21 H 2.7428 1.7293 -2.4616
22 H 2.1713 2.1898 -1.2131

ORCA calculation (ωB97M-V/def2-TZVPD) on a cluster of 2 separate species, C5H15NO in total.

Summary:
E_tot	-8965.001	eV
Kohn-Sham gap	9.09	eV
HOMO level	-8.31	eV
multiplicity	1
structure (SMILES)	CCCN(C)C.O
energy relative to the best compared isomer or geometry (same formula, charge and spin)	1.3572	eV
E_LUMO	0.8	eV

Element x y z (Å)
1 C -2.4747 0.1775 -0.5980
2 C -1.7599 0.0784 0.7415
3 C -0.5674 -0.8903 0.8046
4 N 0.2615 -0.8684 -0.4191
5 C 1.4555 -0.0511 -0.1678
6 C 0.5883 -2.1896 -0.8856
7 H -1.7670 0.5702 -1.3224
8 H -3.0752 -0.6946 -0.8314
9 H -3.1697 1.0280 -0.5066
10 H -2.3929 -0.2958 1.5618
11 H -1.4125 1.0550 1.0821
12 H -0.8927 -1.9196 0.9787
13 H 0.0164 -0.6053 1.6914
14 H 2.0828 -0.4091 0.6585
15 H 1.1185 0.9445 0.0878
16 H 2.0323 -0.0613 -1.0930
17 H 0.8612 -2.1809 -1.9433
18 H 1.3458 -2.7211 -0.2735
19 H -0.2489 -2.8924 -0.8490
20 O 2.0386 3.1000 0.5629
21 H 1.4454 3.4627 -0.1275
22 H 2.9135 3.1691 0.1894

ORCA calculation (ωB97M-V/def2-TZVPD) on a cluster of 2 separate species, C5H15NO in total.

Summary:
E_tot	-8963.811	eV
Kohn-Sham gap	9.98	eV
HOMO level	-9.32	eV
multiplicity	1
structure (SMILES)	CC[C@@H](C)CN.O
energy relative to the best compared isomer or geometry (same formula, charge and spin)	2.5477	eV
E_LUMO	0.7	eV

Element x y z (Å)
1 C 0.9987 -0.9473 -1.5061
2 C 0.3772 -1.5744 -0.2891
3 C -0.6438 -0.6769 0.3673
4 C -1.1861 -1.3214 1.7118
5 C 0.1279 0.7590 0.7275
6 N -0.6453 1.4899 1.6478
7 H 1.8188 -1.6876 -1.9441
8 H 0.2348 -0.7544 -2.2953
9 H 1.4570 -0.0871 -1.0960
10 H -0.0913 -2.6463 -0.6721
11 H 1.0581 -1.8122 0.5168
12 H -1.4190 -0.2940 -0.4137
13 H -2.2165 -1.6419 1.7571
14 H -0.5666 -2.2184 1.9119
15 H -0.7105 -0.5676 2.4970
16 H 1.2587 0.5604 0.9949
17 H 0.2442 1.3139 -0.2982
18 H -1.6897 1.5869 1.5755
19 H -0.4352 2.4767 1.5950
20 O 0.9956 2.6814 -2.5479
21 H 0.3900 3.3569 -2.2410
22 H 0.6433 2.0046 -1.9989